Entry A
{
  "formula": "C9H14",
  "method": "ωB97M-V/def2-TZVPD",
  "symbols": ["C", "C", "C", "C", "C", "C", "C", "H", "H", "H", "H", "H", "H", "H", "H", "C", "C", "H", "H", "H", "H", "H", "H"],
  "xyz": [[0.40313, -1.32439, 2.37264], [-0.30297, -0.54654, 1.31864], [-1.50833, -0.85239, 0.72596], [-1.93146, -0.18177, -0.40875], [-1.45881, 1.13150, -0.63620], [-0.44323, 1.68704, 0.19448], [0.19429, 0.74550, 1.04314], [1.21790, -1.94961, 1.97792], [-0.13460, -2.06857, 2.97755], [0.83163, -0.88139, 3.16242], [-1.78286, -1.94256, 0.68761], [-2.84686, -0.51448, -0.88277], [-1.70054, 1.70274, -1.55454], [-0.15718, 2.65332, 0.01606], [1.17446, 1.09206, 1.37503], [1.46443, 0.38434, -2.41635], [2.30281, -0.55957, -1.52128], [1.37579, 1.38245, -2.07898], [1.85702, 0.43970, -3.41604], [0.34399, 0.09942, -2.40231], [2.81804, -0.34823, -0.61860], [1.59141, -1.37408, -1.12876], [3.09268, -1.19315, -2.14823]],
  "nbo_charge": [-0.6419, -0.0353, -0.2119, -0.2223, -0.2126, -0.2004, -0.1946, 0.2186, 0.2240, 0.2220, 0.2088, 0.2168, 0.2118, 0.2091, 0.2077, -0.6222, -0.6332, 0.2070, 0.2097, 0.2156, 0.2153, 0.2069, 0.2012],
  "e_homo_ev": -8.9,
  "smiles": "Cc1ccccc1.CC",
  "lumo_energy_ev": 0.99,
  "gap_ev": 9.9051
}

Entry B
{
  "formula": "C9H14",
  "method": "ωB97M-V/def2-TZVPD",
  "symbols": ["C", "C", "C", "C", "C", "C", "C", "H", "H", "H", "H", "H", "H", "H", "H", "C", "C", "H", "H", "H", "H", "H", "H"],
  "xyz": [[-0.73340, -2.71654, 0.58749], [-0.19076, -1.31525, 0.76242], [1.16254, -1.04587, 0.48349], [1.79711, 0.20714, 0.70154], [1.06966, 1.28988, 1.27098], [-0.23289, 1.01238, 1.64573], [-0.84074, -0.27635, 1.44936], [-1.55446, -2.92382, 1.20058], [-0.11183, -3.55268, 0.89996], [-1.24395, -2.69511, -0.39736], [1.64538, -1.93344, 0.03128], [2.75610, 0.34649, 0.28952], [1.51646, 2.31046, 1.35982], [-1.10195, 1.71827, 1.95274], [-1.77405, -0.53371, 1.72842], [0.08498, 1.44886, -2.68729], [-1.46010, 1.22896, -2.65728], [0.33264, 2.51769, -2.85122], [0.56544, 1.17263, -1.78282], [0.56098, 1.10624, -3.63004], [-1.71919, 0.41836, -3.42749], [-1.88872, 0.90494, -1.70300], [-1.92126, 2.14446, -3.00906]],
  "nbo_charge": [-0.6567, -0.0111, -0.2094, -0.2152, -0.2214, -0.2227, -0.2069, 0.2182, 0.2323, 0.2303, 0.2067, 0.2137, 0.2250, 0.2226, 0.1954, -0.6245, -0.6175, 0.1983, 0.2178, 0.2071, 0.1995, 0.2128, 0.2054],
  "e_homo_ev": -9.1,
  "smiles": "Cc1ccccc1.CC",
  "lumo_energy_ev": 0.95,
  "gap_ev": 10.0098
}

Entry C
{
  "formula": "C9H14",
  "method": "ωB97M-V/def2-TZVPD",
  "symbols": ["C", "C", "C", "C", "C", "C", "C", "H", "H", "H", "H", "H", "H", "H", "H", "C", "C", "H", "H", "H", "H", "H", "H"],
  "xyz": [[0.76684, -0.28637, -1.70811], [0.83568, -0.84830, -0.31739], [2.04826, -1.35885, 0.16607], [2.13634, -1.95724, 1.40752], [0.99610, -1.96773, 2.18773], [-0.24438, -1.61096, 1.70576], [-0.32805, -1.03664, 0.41538], [0.19622, 0.62260, -1.90995], [0.27951, -1.10078, -2.26393], [1.68718, -0.07422, -2.25410], [2.90665, -1.24322, -0.48160], [3.11539, -2.26884, 1.74327], [1.08062, -2.29164, 3.22085], [-1.16988, -1.83132, 2.21677], [-1.31792, -0.90503, 0.00167], [-1.90070, 4.06135, -1.51884], [-2.97223, 3.02353, -1.12667], [-1.04481, 3.60863, -2.01874], [-2.26770, 4.70648, -2.31946], [-1.54037, 4.53513, -0.61226], [-3.38273, 3.36389, -0.17513], [-2.50449, 2.04897, -0.97468], [-3.82002, 2.89887, -1.79407]],
  "nbo_charge": [-0.6430, -0.0110, -0.2127, -0.2067, -0.2241, -0.2025, -0.2169, 0.2215, 0.2200, 0.2185, 0.2071, 0.2166, 0.2087, 0.2143, 0.2099, -0.6146, -0.6116, 0.1993, 0.2083, 0.2091, 0.2024, 0.2022, 0.2054],
  "e_homo_ev": -9.0,
  "smiles": "Cc1ccccc1.CC",
  "lumo_energy_ev": 0.97,
  "gap_ev": 9.9534
}

Most stable to least stable: entry C, entry B, entry A

Entry A
{
  "formula": "C9H14",
  "method": "ωB97M-V/def2-TZVPD",
  "symbols": ["C", "C", "C", "C", "C", "C", "C", "H", "H", "H", "H", "H", "H", "H", "H", "C", "C", "H", "H", "H", "H", "H", "H"],
  "xyz": [[0.56144, -1.24627, -2.68628], [0.59004, -1.48143, -1.21027], [-0.31899, -0.86601, -0.35861], [-0.41533, -1.17262, 0.99093], [0.56905, -1.97774, 1.55002], [1.63843, -2.37455, 0.74502], [1.56348, -2.31608, -0.63137], [1.21327, -1.91940, -3.24593], [0.84089, -0.22304, -2.95079], [-0.43170, -1.41517, -3.10583], [-1.09675, -0.28585, -0.83400], [-1.24431, -0.80701, 1.58091], [0.60515, -2.33785, 2.56922], [2.44715, -2.88930, 1.24268], [2.33455, -2.65462, -1.31094], [-1.38176, 2.39109, 1.31683], [-0.80671, 3.62649, 0.64266], [-2.28480, 2.10802, 0.76578], [-0.71708, 1.53004, 1.31313], [-1.76268, 2.51710, 2.33701], [-0.08795, 4.19144, 1.23790], [-1.57244, 4.30177, 0.27618], [-0.24295, 3.30098, -0.23424]],
  "nbo_charge": [-0.6330, -0.0125, -0.2155, -0.2096, -0.2243, -0.1979, -0.2176, 0.2156, 0.2221, 0.2185, 0.2051, 0.2175, 0.2148, 0.2077, 0.2093, -0.6142, -0.6084, 0.1987, 0.2117, 0.2025, 0.2035, 0.2034, 0.2028],
  "e_homo_ev": -9.0,
  "smiles": "Cc1ccccc1.CC",
  "lumo_energy_ev": 1.00,
  "gap_ev": 9.9620
}

Entry B
{
  "formula": "C9H14",
  "method": "ωB97M-V/def2-TZVPD",
  "symbols": ["C", "C", "C", "C", "C", "C", "C", "H", "H", "H", "H", "H", "H", "H", "H", "C", "C", "H", "H", "H", "H", "H", "H"],
  "xyz": [[0.95674, -1.19338, 1.83477], [0.08276, -1.35995, 0.62719], [0.60662, -1.98791, -0.50334], [-0.10682, -2.06227, -1.68020], [-1.39370, -1.52299, -1.73923], [-1.95191, -0.95977, -0.60783], [-1.23462, -0.92263, 0.58005], [1.66988, -2.01957, 1.91240], [0.45654, -1.06604, 2.79823], [1.58309, -0.30554, 1.69991], [1.64648, -2.30188, -0.46656], [0.27147, -2.51229, -2.58555], [-1.93708, -1.62945, -2.66557], [-2.99596, -0.64007, -0.65167], [-1.64365, -0.45244, 1.47054], [-0.28639, 2.47414, 0.05862], [1.24585, 2.76525, -0.03399], [-0.42178, 1.39478, 0.04099], [-0.66902, 2.80971, 1.01518], [-0.70715, 2.89524, -0.84776], [1.46872, 3.16235, -1.02079], [1.51858, 3.57264, 0.64596], [1.84133, 1.86208, 0.11866]],
  "nbo_charge": [-0.6352, -0.0050, -0.2204, -0.2017, -0.2215, -0.2053, -0.2253, 0.2180, 0.2202, 0.2200, 0.2069, 0.2126, 0.2115, 0.2147, 0.2119, -0.6210, -0.6085, 0.2142, 0.2033, 0.2086, 0.2005, 0.2011, 0.2004],
  "e_homo_ev": -9.1,
  "smiles": "Cc1ccccc1.CC",
  "lumo_energy_ev": 1.04,
  "gap_ev": 10.0909
}

Entry C
{
  "formula": "C9H14",
  "method": "ωB97M-V/def2-TZVPD",
  "symbols": ["C", "C", "C", "C", "C", "C", "C", "H", "H", "H", "H", "H", "H", "H", "H", "C", "C", "H", "H", "H", "H", "H", "H"],
  "xyz": [[1.62304, 0.80467, 0.92265], [0.65606, 0.93020, -0.24251], [-0.15845, 2.06611, -0.11289], [-1.01453, 2.44793, -1.14908], [-1.26054, 1.56243, -2.19611], [-0.47872, 0.44207, -2.35153], [0.52687, 0.21758, -1.40300], [2.34103, 1.61154, 0.74580], [2.25310, -0.08839, 0.80726], [1.15967, 0.88513, 1.89003], [-0.08746, 2.77854, 0.69946], [-1.73783, 3.24137, -0.99724], [-2.08612, 1.78799, -2.86288], [-0.53940, -0.23859, -3.18633], [1.22091, -0.59700, -1.61139], [-0.16123, -2.60545, 0.77526], [-0.35835, -1.75740, 2.04587], [0.22375, -3.62791, 0.88646], [-1.15930, -2.97279, 0.46683], [0.25584, -2.07497, -0.06952], [-0.73881, -2.40546, 2.82744], [-1.08888, -1.02028, 1.73682], [0.60935, -1.38730, 2.37859]],
  "nbo_charge": [-0.6340, -0.0138, -0.2077, -0.2096, -0.2179, -0.2088, -0.2221, 0.2221, 0.2136, 0.2278, 0.2072, 0.2094, 0.2103, 0.2165, 0.2064, -0.6166, -0.6123, 0.2043, 0.1984, 0.2077, 0.2051, 0.2128, 0.2012],
  "e_homo_ev": -9.1,
  "smiles": "Cc1ccccc1.CC",
  "lumo_energy_ev": 1.04,
  "gap_ev": 10.1216
}

Most stable to least stable: entry B, entry A, entry C